Density functional theory data (ωB97M-V/def2-TZVPD) for a structure of composition C36H45N5O2PS5SbTl.

Results
Total energy: -4568.19666 Ha
Gap between HOMO and LUMO (spin up / spin down): 5.70 / 5.30 eV
M: 1097.241 g mol⁻¹
LUMO energy (spin up / spin down): 1.971 / 1.636 eV
Charge: -1
Relative energy (zero: lowest compared OMol25 entry of this formula, charge and spin): 0.0000 eV

Last column: Löwdin charge in e.
Element x y z (Å)
Tl (-1.33, -0.30, 1.09)  0.366
Sb (-4.84, -2.18, 1.22)  0.208
S (-4.01, -0.13, 0.38)  -0.266
S (-3.50, -3.76, 0.27)  -0.299
S (-3.76, -2.00, 3.68)  -0.180
S (-1.80, -2.08, 3.60)  -0.128
S (1.59, 1.01, 2.77)  0.650
P (-1.21, 0.86, -2.08)  1.078
O (-3.48, 3.53, -0.18)  0.086
O (-2.54, 2.15, 2.02)  -0.196
N (2.52, -0.95, 4.36)  -0.221
N (2.34, -4.49, -0.30)  -0.164
N (0.57, -2.69, 0.11)  -0.182
N (0.62, 0.13, 5.08)  -0.216
N (-1.21, 3.74, -0.35)  0.083
C (1.59, 0.04, 4.13)  -0.786
C (1.91, -3.90, -1.57)  -0.153
C (-0.63, -1.01, -4.16)  -0.111
C (0.98, 1.96, -3.60)  -0.110
C (-1.43, -0.67, -3.07)  -0.370
C (1.46, 0.96, -1.47)  -0.112
C (0.31, 4.12, 1.46)  -0.065
C (-0.16, 4.05, -1.22)  -0.056
C (2.33, 2.27, -3.75)  -0.090
C (-3.18, 2.95, -5.06)  -0.078
C (-2.61, 3.28, -2.35)  -0.165
C (-2.57, -2.78, -3.26)  -0.088
C (-0.57, 0.94, 4.86)  -0.117
C (-3.34, 4.24, -3.04)  -0.021
C (-2.14, 2.13, -3.02)  -0.287
C (-0.95, 3.78, 1.05)  -0.129
C (-2.48, 3.50, -0.87)  -0.384
C (1.07, 4.39, -0.78)  -0.083
C (-0.81, -2.23, -4.80)  -0.095
C (1.83, -2.30, 0.74)  -0.193
C (3.74, -0.95, 3.57)  -0.108
C (-2.01, 3.46, 2.08)  -0.203
C (1.17, -5.07, 0.37)  -0.152
C (0.78, -2.87, -1.33)  -0.146
C (-2.39, -1.56, -2.62)  -0.111
C (0.13, -3.97, 0.68)  -0.175
C (2.04, -2.29, 4.68)  -0.062
C (2.81, 1.26, -1.63)  -0.074
C (1.35, 4.44, 0.59)  -0.078
C (0.53, 1.30, -2.45)  -0.377
C (0.83, -0.26, 6.45)  -0.058
C (-2.46, 1.98, -4.37)  -0.078
C (2.89, -3.43, 0.54)  -0.165
C (-3.61, 4.09, -4.39)  -0.077
C (-1.79, -3.11, -4.35)  -0.093
C (3.24, 1.92, -2.77)  -0.095
H (-3.71, 5.10, -2.50)  0.121
H (2.66, 2.79, -4.65)  0.099
H (-4.18, 4.84, -4.92)  0.100
H (3.17, -3.87, 1.50)  0.103
H (-3.27, 2.11, 1.38)  -0.011
H (0.20, -1.11, 6.74)  0.092
H (0.16, -0.35, -4.50)  0.093
H (-0.41, 4.01, -2.27)  0.112
H (0.59, 0.58, 7.11)  0.090
H (-0.83, 0.97, 3.81)  0.005
H (2.78, -3.44, -2.04)  0.109
H (-3.30, -3.47, -2.86)  0.082
H (0.49, 4.08, 2.53)  0.100
H (-0.86, -4.19, 0.28)  0.027
H (-2.80, 4.20, 2.07)  0.124
H (-0.18, -2.50, -5.64)  0.096
H (-2.15, 1.08, -4.88)  0.099
H (3.57, -1.33, 2.56)  0.062
H (0.00, -3.82, 1.76)  0.090
H (0.27, 2.26, -4.36)  0.102
H (-2.99, -1.33, -1.74)  0.007
H (3.80, -3.04, 0.08)  0.109
H (2.23, -2.96, 3.84)  0.079
H (1.52, -5.56, 1.28)  0.108
H (1.03, -1.90, -1.77)  0.102
H (1.12, 0.49, -0.55)  0.045
H (1.57, -4.71, -2.23)  0.110
H (2.34, 4.68, 0.96)  0.094
H (-0.17, -3.19, -1.76)  0.110
H (1.63, -2.10, 1.79)  0.080
H (4.29, 2.16, -2.90)  0.097
H (-0.41, 1.97, 5.22)  0.093
H (2.17, -1.36, 0.29)  0.095
H (1.87, -0.53, 6.61)  0.084
H (-1.92, -4.07, -4.85)  0.098
H (0.96, -2.28, 4.86)  0.056
H (0.75, -5.84, -0.28)  0.112
H (1.83, 4.60, -1.53)  0.106
H (-1.49, 3.53, 3.04)  0.111
H (3.51, 1.00, -0.84)  0.106
H (2.54, -2.70, 5.57)  0.088
H (4.47, -1.59, 4.08)  0.088
H (-1.40, 0.49, 5.41)  0.084
H (4.13, 0.06, 3.49)  0.065
H (-3.41, 2.81, -6.10)  0.101